(1)
A 7-piece molecular cluster, C39H36ClN8O16S2 overall at a distorted geometry, computed with ωB97M-V with the def2-TZVPD basis set.

Computed properties:
- gap between HOMO and LUMO (eV) = 5.057
- E_HOMO (eV) = -5.132
- charge = -1

The geometry in XYZ format:
```
102
Properties=species:S:1:pos:R:3:forces:R:3
C -2.4632 -7.4134 -0.1511 -0.0768 0.1736 -1.1189
C -2.9522 -6.0295 -0.9532 -0.7375 0.2958 0.2743
C -1.7053 -4.9673 -1.2913 -1.2474 -0.9368 -1.3646
N -4.2493 -5.7943 -1.3421 3.3734 1.3189 3.3085
S -5.2878 -5.3946 0.0038 -0.8117 -1.2133 4.2548
O -5.1649 -6.3321 1.2296 0.3452 2.2775 -3.8766
O -5.0013 -3.9447 0.5282 -1.1531 -4.1433 -3.1270
N -6.9557 -5.5716 -0.5968 1.1105 -1.5017 -0.5640
S -7.3791 -7.2775 -0.7091 4.8117 -2.0417 6.3816
O -6.1471 -8.2063 -0.9658 -4.3639 3.0403 -0.1130
O -8.0398 -7.6569 0.6726 1.0303 1.2825 -5.6348
Cl -8.7040 -7.6778 -2.3269 0.3178 0.6177 0.6369
H -1.4009 -7.7432 -0.5843 -2.1383 1.0441 1.0047
H -3.2051 -8.2786 -0.4511 1.2352 1.9540 0.9897
H -2.3918 -7.2374 1.0047 -0.3184 -0.3252 -2.2796
H -2.0839 -3.8982 -1.5817 0.4260 -2.6488 0.7566
H -1.1993 -5.4161 -2.2750 -1.0473 1.0047 2.3439
H -0.9332 -4.8978 -0.4047 -1.9103 -0.5498 -1.8828
C 4.9650 -2.9410 -2.5930 -0.0877 -0.0057 0.4290
C 4.2531 -3.7596 -3.4712 -0.1902 0.0481 0.5140
C 3.1068 -4.4257 -3.0334 -0.0151 0.0300 0.0399
C 2.6779 -4.2606 -1.7092 0.7357 0.5390 -0.3424
C 3.3950 -3.4455 -0.8233 -0.0054 0.0073 -0.0171
C 4.5415 -2.7867 -1.2719 -0.3974 -0.3906 -0.2714
N 1.4593 -4.9379 -1.2500 -1.0108 -0.6753 0.1665
O 0.8634 -5.6653 -2.0583 1.6354 0.8553 1.2711
O 1.0940 -4.7405 -0.0823 0.8357 -0.3628 -1.4812
H 5.8550 -2.4192 -2.9405 -0.6668 -0.3519 0.5050
H 4.5903 -3.8761 -4.4990 -0.0884 -0.0211 0.1837
H 2.5631 -5.0600 -3.7301 -0.0390 0.1210 0.3533
H 3.0762 -3.3123 0.2084 -0.1259 -0.1749 -0.3142
H 5.1033 -2.1493 -0.5926 -0.1524 -0.1376 -0.1118
C 6.9866 -1.3475 -9.3099 -0.0208 0.0140 0.1410
C 7.4862 -2.3604 -8.4898 -0.2023 0.3087 0.1751
C 7.2815 -2.3083 -7.1097 -0.0537 0.0607 0.0063
C 6.5677 -1.2347 -6.5595 0.1146 -0.0987 -1.0152
C 6.0717 -0.2126 -7.3796 0.0109 -0.0443 0.0201
C 6.2852 -0.2741 -8.7581 0.1539 -0.3075 0.2585
N 6.3272 -1.1873 -5.1123 -0.3823 0.4001 1.0973
O 6.7984 -2.1005 -4.4183 0.1095 1.5245 -1.6728
O 5.6634 -0.2396 -4.6679 1.1261 -1.5432 -0.6030
H 7.1439 -1.3954 -10.3861 -0.0288 0.0123 0.2287
H 8.0332 -3.1930 -8.9271 -0.1148 0.1646 0.1534
H 7.6772 -3.1055 -6.4842 -0.1927 0.2990 0.0170
H 5.5203 0.6289 -6.9653 0.1565 -0.3172 0.0971
H 5.9015 0.5129 -9.4036 0.0598 -0.1474 0.1943
C -4.4184 1.8909 0.3837 0.0428 -0.1493 -0.0850
C -3.1449 1.3868 0.6527 -0.1226 -0.1186 -0.3689
C -2.6917 0.2425 -0.0064 -0.1246 0.0141 -0.0990
C -3.5241 -0.3893 -0.9407 -0.3705 0.7983 0.5521
C -4.8059 0.1102 -1.2069 0.0963 -0.0465 -0.0141
C -5.2492 1.2537 -0.5394 0.4177 -0.1367 0.0949
N -3.0436 -1.5778 -1.6556 -0.0839 -1.1911 -0.8576
O -1.9111 -2.0001 -1.3783 -1.3995 1.1483 -0.4191
O -3.7958 -2.0883 -2.4980 1.3913 0.9163 1.3504
H -4.7652 2.7867 0.8960 0.0736 -0.1599 -0.0723
H -2.5038 1.8882 1.3746 -0.1416 -0.1863 -0.2484
H -1.6967 -0.1378 0.2143 -0.3011 -0.0841 -0.2023
H -5.4642 -0.3730 -1.9259 0.3372 -0.0764 0.1824
H -6.2415 1.6510 -0.7414 0.1883 -0.1391 0.0025
C -7.3709 0.6823 6.0964 0.1445 0.0428 -0.0652
C -7.0834 0.6618 4.7308 0.2772 0.1136 0.2530
C -5.7930 0.9514 4.2829 0.0527 0.0206 0.0314
C -4.7927 1.2571 5.2159 -0.9231 -0.1828 0.2829
C -5.0805 1.2860 6.5870 -0.0067 -0.0117 -0.0066
C -6.3753 0.9974 7.0227 0.1373 0.0122 -0.4079
N -3.4282 1.5374 4.7531 0.6718 0.0467 -0.6124
O -3.2180 1.5207 3.5311 -0.1867 0.0786 2.1026
O -2.5641 1.7705 5.6104 -1.2254 -0.5942 -0.8882
H -8.3772 0.4504 6.4412 0.2168 0.0432 -0.0802
H -7.8650 0.4168 4.0149 0.2400 0.0370 0.1135
H -5.5850 0.9311 3.2153 0.1599 -0.0027 0.2740
H -4.3149 1.5265 7.3217 -0.0584 -0.0593 -0.3482
H -6.6080 1.0143 8.0852 0.1129 0.0064 -0.2211
C 0.2062 3.5840 3.4226 -0.0374 0.2262 -0.0189
C -0.9249 3.7981 4.2118 0.2238 0.3159 -0.1779
C -1.4463 5.0855 4.3531 0.1353 0.0594 -0.1247
C -0.8268 6.1556 3.6929 0.3139 -0.8725 -0.0818
C 0.3134 5.9448 2.9062 -0.0342 -0.0346 0.0184
C 0.8273 4.6532 2.7747 -0.3184 0.0964 0.2123
N -1.3850 7.5075 3.8169 -0.5399 1.0778 0.1674
O -2.3834 7.6561 4.5372 1.4770 -0.1271 -1.0764
O -0.8290 8.4215 3.1913 -0.7837 -1.1667 0.8837
H 0.6058 2.5775 3.3109 -0.0975 0.1964 0.0301
H -1.4025 2.9600 4.7149 0.3071 0.4513 -0.2199
H -2.3284 5.2358 4.9717 0.2216 0.1671 -0.2019
H 0.8071 6.7669 2.3922 -0.3034 -0.0915 0.2259
H 1.7103 4.4787 2.1637 -0.1604 0.0967 0.1076
C 4.5816 8.0494 2.4827 0.0337 -0.0935 -0.0501
C 5.8551 7.5452 2.7517 -0.2496 -0.1964 -0.2854
C 6.3083 6.4009 2.0926 -0.0728 -0.0081 -0.0617
C 5.4759 5.7691 1.1583 -0.3050 0.8389 0.5013
C 4.1941 6.2686 0.8921 0.0601 0.0012 0.0339
C 3.7508 7.4121 1.5596 0.3840 -0.1634 0.0827
N 5.9564 4.5806 0.4434 0.4599 -1.1984 -0.7219
O 7.0889 4.1584 0.7207 -1.6590 0.6233 -0.4052
O 5.2042 4.0701 -0.3990 1.1157 0.7575 1.2659
H 4.2348 8.9451 2.9950 0.0580 -0.1989 -0.1018
H 6.4962 8.0466 3.4736 -0.1072 -0.1541 -0.1641
H 7.3033 6.0206 2.3132 -0.2927 -0.0687 -0.2164
H 3.5358 5.7854 0.1731 0.3345 -0.0262 0.1253
H 2.7585 7.8094 1.3576 0.2110 -0.1020 -0.0021
```
Forces are in eV/Å.

These are the Mulliken partial charges, in e, on atoms 1 to 6: -0.8329 0.2013 -0.3283 -0.2283 1.0256 -0.6606


(2)
C39H36CuFP3S2 as an isolated structure, computed with ωB97M-V with the def2-TZVPD basis set.

Computed properties:
- expectation value of S² = 0.758
- gap between HOMO and LUMO (alpha / beta) (eV) = 7.296 / 5.457
- E_HOMO (alpha / beta) (eV) = -7.098 / -7.066
- charge = 0
- spin multiplicity = 2

The geometry in XYZ format:
```
82
Properties=species:S:1:pos:R:3:forces:R:3
Cu -0.0848 0.2049 -1.1804 0.6397 -0.2718 0.6857
C -1.8768 -2.9681 -1.7238 0.1238 0.0820 0.0118
C -0.6857 -3.2298 -0.7924 -0.1273 0.0994 -0.1376
P 0.0588 -1.7574 0.0267 0.0822 -0.1636 0.1482
C 1.6759 -2.4601 0.4937 0.1058 0.0742 -0.0513
C 1.7669 -3.6108 1.2780 0.0312 0.0613 -0.0072
C 3.0064 -4.1257 1.6253 0.0024 -0.0131 -0.0037
C 4.1676 -3.4985 1.1923 -0.0200 -0.0151 0.0061
C 4.0873 -2.3799 0.3780 -0.0352 -0.0122 0.0085
C 2.8475 -1.8724 0.0166 -0.0383 -0.0939 -0.0096
C -0.9889 -1.5257 1.5025 -0.0531 0.1068 0.0141
C -1.3185 -2.5630 2.3764 -0.0529 0.0755 -0.0203
C -2.1274 -2.3259 3.4773 0.0060 -0.0029 -0.0013
C -2.6369 -1.0549 3.7082 -0.0178 -0.0186 -0.0720
C -2.3384 -0.0223 2.8330 -0.0937 -0.1097 -0.0624
C -1.5146 -0.2544 1.7410 -0.0469 -0.0624 -0.0215
C -1.4423 -2.5079 -3.1245 0.1383 -0.0395 0.2129
P -0.9860 -0.7388 -3.1153 -0.5616 0.4517 0.0341
C -0.1361 -0.3900 -4.6654 0.2929 0.1080 0.1162
C 0.6374 0.7741 -4.6987 -0.0642 0.0281 -0.0194
C 1.3455 1.0993 -5.8456 -0.0406 -0.0609 -0.0347
C 1.2923 0.2624 -6.9539 -0.0098 0.0033 0.0434
C 0.5255 -0.8947 -6.9212 -0.0109 0.0053 -0.0238
C -0.1868 -1.2257 -5.7773 -0.0062 -0.0146 -0.0162
C -2.6245 0.0492 -3.2701 -0.0088 0.0407 0.0002
C -3.3054 0.0231 -4.4872 -0.0041 -0.0049 0.0155
C -4.5585 0.6034 -4.6010 0.0003 -0.0069 0.0100
C -5.1415 1.2195 -3.4998 0.0204 -0.0111 0.0062
C -4.4730 1.2475 -2.2853 0.0350 -0.0228 -0.0149
C -3.2171 0.6649 -2.1703 0.0080 -0.0327 -0.0039
H -2.5576 -2.2296 -1.2845 -0.0242 -0.0459 0.0195
H -2.4501 -3.8899 -1.8209 -0.0275 -0.0208 -0.0298
H 0.1273 -3.7020 -1.3475 -0.0108 -0.0742 -0.0110
H -0.9759 -3.9207 -0.0016 0.0146 -0.0794 0.0178
H 0.8792 -4.1177 1.6286 0.0003 0.0095 0.0250
H 3.0629 -5.0154 2.2410 0.0024 0.0454 -0.0077
H 5.1345 -3.8847 1.4897 -0.0183 0.0014 -0.0071
H 4.9865 -1.8755 0.0470 -0.0441 -0.0370 -0.0202
H 2.7987 -0.9970 -0.6124 0.0116 0.0615 0.0612
H -0.9560 -3.5669 2.2093 0.0124 -0.0143 0.0109
H -2.3598 -3.1377 4.1563 0.0071 0.0364 -0.0318
H -3.2649 -0.8727 4.5713 0.0089 -0.0024 -0.0102
H -2.7323 0.9720 3.0064 0.0223 -0.0311 -0.0160
H -1.2503 0.5733 1.0911 0.0097 -0.0249 0.0601
H -2.2578 -2.6294 -3.8371 -0.0127 -0.0400 -0.0674
H -0.5891 -3.0961 -3.4691 -0.0060 -0.0362 -0.0129
H 0.6664 1.4243 -3.8279 0.0049 -0.0318 -0.0235
H 1.9444 2.0005 -5.8733 -0.0152 -0.0197 0.0190
H 1.8562 0.5089 -7.8444 -0.0195 0.0058 0.0031
H 0.4813 -1.5419 -7.7880 0.0154 0.0049 0.0199
H -0.7791 -2.1335 -5.7586 0.0297 0.0105 -0.0041
H -2.8475 -0.4392 -5.3553 -0.0173 0.0291 0.0141
H -5.0783 0.5817 -5.5506 0.0172 0.0122 0.0163
H -6.1146 1.6851 -3.5930 0.0147 -0.0146 0.0012
H -4.9163 1.7386 -1.4278 0.0072 -0.0340 -0.0308
H -2.6959 0.7134 -1.2208 0.0227 0.0478 -0.0527
F -0.3635 1.9213 -1.6278 -0.2485 0.1598 -0.4445
S 4.4508 1.5408 2.2145 -0.2048 0.0254 0.0441
P 2.5050 1.8191 2.2040 0.3661 0.0476 0.2545
S 1.5531 0.9663 0.6528 -0.2089 -0.2619 -0.6001
C 2.0749 3.5884 2.2456 -0.0414 0.0388 -0.0652
C 2.6251 4.3826 3.2521 -0.0513 0.0551 -0.0442
C 2.3197 5.7334 3.3133 0.0103 -0.0659 0.0057
C 1.4690 6.2986 2.3681 0.0050 -0.0375 -0.0020
C 0.9267 5.5113 1.3638 0.0188 -0.0607 0.0289
C 1.2282 4.1529 1.3002 -0.0322 0.0843 0.0053
C 1.7199 1.1936 3.7303 -0.1552 0.0027 -0.0201
C 0.3684 1.4553 3.9589 0.0771 -0.0107 0.1136
C -0.2499 0.9849 5.1080 0.1102 0.0666 -0.0265
C 0.4767 0.2420 6.0324 0.0127 0.0193 -0.0239
C 1.8190 -0.0248 5.8042 0.0254 0.0221 -0.0847
C 2.4432 0.4532 4.6546 -0.0642 -0.0535 0.0960
H 3.3007 3.9368 3.9734 -0.0045 0.0249 -0.0120
H 2.7491 6.3494 4.0944 -0.0114 -0.0192 -0.0193
H 1.2351 7.3553 2.4154 0.0028 -0.0146 -0.0014
H 0.2679 5.9518 0.6250 0.0208 -0.0225 0.0037
H 0.8170 3.5286 0.5130 0.0022 0.0406 0.0231
H -0.1930 2.0326 3.2307 0.0284 -0.0029 0.0424
H -1.2977 1.1985 5.2867 0.0581 -0.0017 0.0053
H -0.0045 -0.1228 6.9324 0.0135 0.0059 -0.0209
H 2.3866 -0.6019 6.5243 -0.0073 0.0135 -0.0170
H 3.4930 0.2627 4.4651 -0.0215 0.0066 0.0031
```
Forces are in eV/Å.

These are the Mulliken partial charges, in e, on atoms 1 to 6: -0.6411 -0.9272 -1.2071 1.5827 0.7915 -0.1958


(3)
C39H36F2MnN5O2PS2 as an isolated structure, computed with ωB97M-V with the def2-TZVPD basis set.

Computed properties:
- expectation value of S² = 0.769
- gap between HOMO and LUMO (alpha / beta) (eV) = 5.484 / 5.511
- E_HOMO (alpha / beta) (eV) = -1.701 / -1.727
- charge = -2
- spin multiplicity = 2

The geometry in XYZ format:
```
88
Properties=species:S:1:pos:R:3:forces:R:3
Mn -1.0215 0.5670 -0.7459 -0.0940 0.4921 -0.4250
O 2.8592 -5.1736 -2.5378 -0.0211 0.0148 0.1522
C 2.3089 -5.0829 -1.4178 -0.0495 -0.1130 -0.0448
O 2.2135 -5.9182 -0.4977 0.0405 0.0991 -0.1149
C 1.6311 -3.7177 -1.1386 -0.0185 0.0115 0.0342
C 1.7065 -2.6955 -2.0652 -0.0986 0.0291 -0.0777
C 1.0838 -1.4816 -1.8238 -0.0819 -0.0693 -0.1120
N 0.4015 -1.2266 -0.6970 0.0866 0.0164 0.2407
C 0.4184 -2.1835 0.2492 0.0582 0.0067 0.0279
C 0.9696 -3.4400 0.0446 0.1091 0.0323 0.0635
C -0.0388 -1.8617 1.6358 -0.2373 -0.0729 0.0002
C -1.3011 -2.2269 2.0935 0.0156 0.0091 0.0235
C -1.6377 -1.9314 3.4007 0.0357 -0.0160 0.0445
C -0.6969 -1.3085 4.2090 -0.0249 0.0022 -0.0030
C 0.5425 -1.0189 3.6681 -0.0140 -0.0081 -0.0863
N 0.8803 -1.2952 2.4104 0.1618 -0.0108 0.0615
C 1.7168 0.8908 -2.0049 -0.0957 -0.1045 -0.0075
C 2.8568 1.8157 -2.5135 0.0444 -0.0768 -0.0084
C 2.7961 3.2172 -2.1451 0.0487 0.0209 -0.0566
C 1.9644 3.6191 -1.1777 -0.0455 0.0776 0.0663
C 0.9515 2.7090 -0.6969 0.0445 0.2147 0.1151
N 0.7648 1.5194 -1.1425 -0.1662 -0.2141 0.0038
H 2.2315 -2.9043 -2.9813 0.0392 0.0106 -0.0374
H 0.9456 -4.1862 0.8280 -0.0110 0.0010 -0.0234
H -2.0086 -2.6808 1.4148 0.0248 -0.0027 0.0198
H -2.6252 -2.1646 3.7799 -0.0097 0.0040 -0.0079
H -0.9237 -1.0388 5.2325 -0.0077 0.0007 -0.0033
H 1.3039 -0.5291 4.2673 -0.0021 -0.0137 0.0070
H 3.3015 1.5661 -3.4664 -0.0024 -0.0008 -0.0370
H 3.4226 3.9220 -2.6799 -0.0005 -0.0045 0.0042
H 1.9230 4.6477 -0.8459 -0.0048 -0.0015 -0.0017
H 0.2033 3.0612 0.0067 0.0175 0.0243 0.0212
S -2.9732 -0.5931 -0.2292 0.0118 0.1465 -0.1212
C -3.4904 0.1247 1.2730 -0.0031 -0.0302 0.0331
C -4.7744 -0.1442 1.7447 0.0030 -0.0040 0.0236
C -5.2473 0.3543 2.9558 -0.0244 -0.0284 -0.0311
C -6.5768 0.0429 3.3853 0.0108 -0.0145 0.0031
N -7.6471 -0.2236 3.7201 0.0121 0.0112 -0.0102
C -4.3975 1.1591 3.7333 0.0493 0.0119 0.0057
C -3.1173 1.4360 3.2738 -0.0197 0.0123 0.0188
C -2.6302 0.9435 2.0565 0.0400 0.0333 0.0417
S -1.0076 1.2912 1.5854 0.0422 -0.2514 -0.4507
C -4.8265 1.6953 4.9918 0.0067 0.0008 -0.0159
N -5.1491 2.1336 6.0071 -0.0027 0.0006 0.0079
H -5.4255 -0.7631 1.1403 -0.0047 -0.0059 0.0026
H -2.4641 2.0544 3.8767 0.0006 -0.0087 -0.0025
F -3.1244 2.0597 -2.1577 0.0774 0.0763 0.0425
C -2.1106 2.2769 -1.1735 0.0604 -0.1448 -0.0345
F -2.8146 2.9618 -0.1766 -0.0090 -0.1347 -0.0339
H -1.5056 3.0831 -1.6281 -0.0310 0.0521 0.0403
C -0.0626 2.6655 -4.0986 -0.0526 0.0262 -0.0032
C -0.6556 1.3597 -4.6410 -0.0352 0.0479 0.0364
C 0.1462 1.0380 -5.9148 0.0242 0.0099 0.0008
C -2.0969 1.6657 -5.0841 0.0034 0.0078 -0.0495
P -0.7019 0.0917 -3.2028 -0.1325 -0.1972 0.6340
C 1.1354 -0.3163 -2.8245 0.0453 -0.0347 -0.0533
C 3.1052 0.7683 -1.4391 0.0039 0.0579 -0.0738
C 4.0677 -0.3000 -1.7652 -0.0077 -0.0043 0.0126
C 4.1997 -0.9608 -2.9174 0.0029 0.0100 0.0053
C 3.2884 -0.9181 -4.0568 -0.0076 -0.0437 0.0155
C 1.9786 -0.6579 -4.0279 -0.0172 -0.0207 0.0328
C -1.6398 -1.4391 -3.8462 0.0063 0.0323 -0.0863
C -1.5602 -2.6100 -2.8554 0.0342 0.0452 -0.0106
C -3.1251 -1.0214 -3.8421 -0.0572 -0.0059 -0.0496
C -1.2631 -1.9624 -5.2339 -0.0032 0.0078 -0.0187
H -0.1909 3.4438 -4.8596 0.0163 -0.0172 0.0097
H 1.0019 2.5698 -3.9079 0.0326 -0.0009 0.0354
H -0.5535 3.0016 -3.1894 -0.0231 -0.0087 -0.0201
H -0.1442 1.7725 -6.6753 0.0199 -0.0093 0.0166
H -0.0485 0.0497 -6.3255 0.0041 0.0380 0.0034
H 1.2199 1.1439 -5.7590 -0.0169 -0.0177 0.0105
H -2.0837 2.6123 -5.6355 0.0092 -0.0118 0.0046
H -2.7801 1.7690 -4.2430 0.0391 0.0252 -0.0270
H -2.4712 0.9024 -5.7682 0.0297 0.0571 0.0149
H 3.1808 1.1637 -0.4331 0.0096 -0.0026 0.0168
H 4.7840 -0.5103 -0.9790 -0.0167 -0.0123 0.0065
H 5.0295 -1.6533 -3.0087 -0.0177 -0.0014 0.0056
H 3.7031 -1.2423 -5.0069 0.0054 0.0133 0.0030
H 1.4480 -0.7863 -4.9577 0.0056 0.0354 -0.0114
H -1.8106 -2.2991 -1.8424 0.0453 0.0008 0.0419
H -0.5971 -3.1081 -2.8534 0.0851 -0.0104 -0.0020
H -2.3085 -3.3445 -3.1704 0.0107 0.0128 0.0257
H -3.4111 -0.5836 -2.8831 -0.0032 -0.0034 -0.0354
H -3.7238 -1.9257 -3.9949 0.0141 0.0198 0.0185
H -3.3809 -0.3230 -4.6350 -0.0099 -0.1191 0.0973
H -0.2033 -2.2170 -5.3122 -0.0261 0.0026 0.0115
H -1.5226 -1.2553 -6.0236 0.0160 -0.0284 0.0218
H -1.8293 -2.8807 -5.4233 0.0028 0.0190 0.0020
```
Forces are in eV/Å.

These are the Mulliken partial charges, in e, on atoms 1 to 6: 1.0062 -0.7435 0.2589 -0.7457 -0.6508 -0.7724